{"formula": "C27H33NdO2", "method": "wB97M-V/def2-TZVPD", "elements": ["C", "H", "H", "H", "C", "C", "C", "H", "H", "C", "C", "C", "H", "H", "C", "H", "H", "H", "C", "H", "H", "C", "O", "C", "C", "H", "C", "H", "H", "H", "C", "H", "H", "Nd", "C", "C", "H", "C", "H", "H", "H", "H", "H", "C", "H", "C", "H", "C", "H", "C", "H", "C", "C", "H", "O", "C", "H", "H", "C", "C", "H", "C", "H"], "coordinates": [[-7.7308, -0.5309, -3.0881], [-6.8312, 2.7129, -2.2860], [-1.3870, -0.2099, 2.8867], [-8.7838, -0.3046, -3.3159], [-3.0210, 0.8613, -1.8605], [-2.6743, 1.5572, -4.0577], [0.5672, 2.5293, -0.6881], [-7.5556, 2.3247, -4.7961], [-0.0103, -3.2935, 0.1153], [3.9896, -1.4973, 0.2278], [1.6363, -1.0360, -0.9063], [-0.7147, 2.1649, 1.2036], [-7.7297, 0.5878, -5.3160], [-7.3141, 1.3556, -1.1906], [2.7155, -1.2281, -0.3129], [-8.4378, 2.0134, -2.3776], [-3.6265, 1.0702, -4.3250], [7.4619, -2.1601, 1.8649], [-0.7196, 2.7419, -0.1006], [-1.9035, 2.6799, -2.3845], [-2.4457, 2.2641, -4.8635], [4.9907, -0.5081, 0.1814], [-5.5441, 0.6231, -3.3542], [6.4930, -1.9846, 1.3819], [4.2706, -2.7580, 0.7917], [-7.3610, -1.2489, -3.8318], [1.3622, 1.8182, 0.2507], [-2.9301, 0.9658, -0.7523], [0.7265, -1.7524, 2.2069], [2.3719, 1.4501, 0.0860], [-2.0140, -2.3012, 0.3304], [-4.0251, 0.4518, -2.0824], [-5.3898, 0.3903, -5.4887], [-0.5501, -0.1376, -0.3696], [-5.6950, 1.1466, -4.7528], [-0.6579, -2.6060, 0.6538], [-3.4725, -0.8459, 1.2763], [5.5129, -3.0001, 1.3803], [4.7919, 0.4216, -0.3508], [5.7269, -3.9766, 1.8336], [-1.5269, 2.2345, 1.9353], [-7.6610, -0.9167, -2.0596], [-0.6374, 0.7412, -3.9067], [-2.8280, 2.1493, -2.6572], [-3.6674, 2.8511, -2.5322], [-6.9758, 0.7755, -3.2498], [6.9955, 0.0495, 0.7663], [6.2311, -0.7373, 0.7782], [-2.6133, -2.7721, -0.4460], [-1.6926, 0.4067, -3.8306], [-1.8874, -0.4356, -4.5174], [-1.3659, -0.9443, 2.0832], [-0.2579, -1.7759, 1.7390], [0.9269, 1.1047, 2.3321], [-2.0396, -0.1087, -2.4637], [-7.3876, 1.7752, -2.2003], [-1.5277, 3.3329, -0.5297], [3.5184, -3.5454, 0.7379], [-7.1905, 1.3038, -4.6923], [-2.4640, -1.2727, 1.2234], [-5.1706, 2.1010, -4.8691], [0.5806, 1.5823, 1.4151], [0.9008, 2.9203, -1.6467]], "multiplicity": 4, "orbital_gap_ev": [7.86, 7.87], "e_above_lowest_ev": 0.634, "s_squared": 3.76}